1.
Molecular formula: C34H59BIN12O4OsSi
Method: DFT, ωB97M-V/def2-TZVPD

Results
⟨S²⟩ = 8.780
E_tot = -81396.76035 eV
Total charge = +2
2S+1 = 6

The geometry in XYZ format:
```
113
Properties=species:S:1:pos:R:3:lowdin_spin:R:1
Os 1.21 0.75 0.49 2.8725
C -0.14 3.92 0.33 0.0203
C 1.32 3.83 0.67 0.0352
C 2.26 4.80 1.04 0.0109
C 3.38 4.16 1.39 0.0355
N 3.23 2.79 1.21 0.0056
N 1.96 2.62 0.75 0.0326
B 3.99 1.55 1.99 0.0015
N 3.01 0.90 2.94 -0.0002
C 3.18 0.43 4.18 0.0257
C 2.13 -0.32 4.53 0.0090
C 1.20 -0.27 3.42 0.0316
C -0.09 -0.94 3.32 0.0047
N 1.78 0.45 2.46 0.0454
N 4.37 0.56 0.83 0.0122
C 5.52 -0.01 0.44 0.0082
C 5.29 -1.04 -0.48 0.0075
C 3.85 -1.01 -0.65 0.0134
C 3.01 -1.81 -1.58 0.0041
N 3.41 -0.08 0.21 0.1750
N 5.10 2.29 2.69 0.0001
C 6.17 3.01 2.18 0.0001
C 6.43 3.94 3.12 0.0000
C 5.41 3.89 4.11 0.0003
C 5.27 4.86 5.25 0.0000
N 4.66 2.88 3.85 0.0006
H -0.23 4.14 -0.76 0.0025
H -0.75 3.03 0.50 0.0135
H -0.61 4.72 0.96 0.0013
H 1.92 5.83 1.11 0.0001
H 4.31 4.62 1.79 0.0016
H 3.98 0.86 4.71 0.0011
H 1.81 -0.74 5.47 0.0004
H -0.74 -0.52 2.57 0.0021
H 0.13 -1.97 3.04 0.0014
H -0.54 -0.92 4.30 0.0008
H 6.36 0.31 1.01 0.0011
H 5.99 -1.80 -0.88 0.0012
H 3.37 -2.81 -1.66 0.0002
H 2.05 -1.85 -1.13 -0.0008
H 3.03 -1.32 -2.59 0.0030
H 6.69 2.71 1.27 0.0000
H 7.27 4.62 3.16 0.0000
H 5.50 5.95 4.82 0.0000
H 4.32 4.65 5.77 0.0000
H 5.97 4.53 6.03 0.0000
I 1.06 1.12 -2.10 0.1808
C -2.61 2.84 -2.31 0.0297
N -2.92 2.22 -3.62 0.4316
C -2.90 3.30 -4.72 0.0191
N -3.87 4.20 -4.40 0.0380
C -3.65 4.82 -2.92 -0.0001
N -3.77 3.71 -1.94 0.0353
C -5.00 2.94 -2.01 0.0179
N -4.99 2.34 -3.37 0.3566
C -4.08 1.29 -3.63 0.0184
C -5.18 3.39 -4.31 0.0274
H -1.77 3.52 -2.26 0.0061
H -2.64 2.04 -1.60 0.0009
H -3.01 2.93 -5.79 -0.0006
H -1.91 3.82 -4.68 0.0093
H -4.44 5.51 -2.82 0.0007
H -2.72 5.29 -2.80 0.0014
H -5.86 3.64 -2.11 0.0063
H -5.22 2.22 -1.26 0.0001
H -4.25 1.08 -4.64 0.0006
H -3.95 0.54 -2.84 -0.0002
H -6.01 4.05 -4.01 0.0046
H -5.37 2.99 -5.29 0.0013
C 1.65 -4.19 0.72 0.0002
C 0.22 -4.52 1.10 0.0005
C -0.37 -5.65 0.18 0.0004
C 0.22 -5.07 2.57 0.0001
O -0.44 -3.29 1.00 0.0075
Si -0.80 -2.18 -0.09 0.0311
O 0.14 -0.83 0.31 0.3768
O -2.31 -1.65 0.11 0.0045
C -3.49 -2.01 0.87 0.0004
C -3.73 -3.50 0.78 0.0002
C -3.23 -1.63 2.33 0.0001
C -4.62 -1.18 0.34 0.0000
O -0.37 -2.72 -1.57 0.0082
C -0.85 -3.14 -2.92 0.0007
C 0.37 -3.17 -3.77 0.0001
C -1.97 -2.13 -3.33 0.0005
C -1.59 -4.49 -2.83 0.0005
H 2.41 -4.87 1.12 0.0000
H 1.79 -3.25 1.31 0.0000
H 1.73 -4.13 -0.37 0.0000
H 0.08 -6.63 0.45 0.0000
H -0.18 -5.30 -0.83 0.0000
H -1.46 -5.81 0.40 0.0000
H 0.80 -6.00 2.69 0.0000
H -0.83 -5.41 2.89 0.0000
H 0.78 -4.31 3.14 0.0000
H -2.92 -4.03 1.33 0.0000
H -3.80 -3.73 -0.30 0.0000
H -4.64 -3.83 1.26 0.0000
H -2.37 -2.19 2.67 0.0000
H -4.07 -1.91 2.97 0.0000
H -3.01 -0.55 2.56 0.0000
H -4.88 -1.46 -0.70 0.0000
H -4.37 -0.10 0.36 0.0000
H -5.51 -1.30 0.92 0.0000
H 0.96 -2.19 -3.75 0.0003
H 0.06 -3.52 -4.76 0.0000
H 1.14 -3.86 -3.29 0.0000
H -1.73 -1.10 -3.36 0.0009
H -2.72 -2.37 -2.59 0.0000
H -2.24 -2.33 -4.33 0.0000
H -0.98 -5.40 -2.58 0.0000
H -2.17 -4.71 -3.74 0.0001
H -2.36 -4.30 -2.06 0.0000
```

2.
Molecular formula: C42H102Br6N4O4
Method: DFT, ωB97M-V/def2-TZVPD

Results
E_tot = -479605.86620 eV

The geometry in XYZ format:
```
158
Properties=species:S:1:pos:R:3:lowdin_charge:R:1
C -27.58 -17.31 24.60 -1.6120
Br -29.28 -17.25 23.58 0.5143
Br -26.12 -17.83 23.42 0.5392
Br -27.71 -18.43 26.14 0.5753
H -27.45 -16.31 25.01 -0.0258
C -20.30 -23.61 24.82 -1.5400
Br -20.81 -24.96 23.48 0.5407
Br -18.36 -23.64 25.20 0.5050
Br -21.28 -23.68 26.55 0.5298
H -20.30 -22.63 24.33 -0.0383
C -22.72 -21.31 32.39 -0.1179
C -22.73 -22.77 33.00 -0.2155
C -24.17 -23.34 32.79 -0.2409
C -25.04 -23.30 34.04 -0.2107
C -24.56 -24.14 35.28 -0.2272
C -24.22 -25.65 35.08 -0.1125
H -22.96 -21.30 31.32 0.0652
H -21.77 -20.84 32.62 0.0552
H -23.33 -20.53 32.84 0.0616
H -22.08 -23.40 32.40 0.0948
H -22.41 -22.75 34.04 0.0945
H -23.98 -24.39 32.56 0.0861
H -24.66 -22.96 31.89 0.1056
H -24.95 -22.24 34.27 0.0971
H -26.09 -23.39 33.74 0.1018
H -23.67 -23.65 35.67 0.0847
H -25.32 -24.16 36.06 0.0915
H -24.86 -26.07 34.30 0.0651
H -23.19 -25.73 34.72 0.0601
H -24.29 -26.36 35.90 0.0622
C -12.99 -8.88 28.56 -0.1240
C -13.96 -7.77 28.81 -0.2773
C -15.24 -8.17 29.61 -0.2394
C -16.04 -9.25 29.04 -0.2575
C -16.58 -9.04 27.63 -0.2627
C -17.65 -10.03 27.20 -0.1155
H -12.03 -8.73 28.07 0.0702
H -13.55 -9.64 28.01 0.0656
H -12.66 -9.27 29.52 0.0760
H -13.48 -7.01 29.43 0.0999
H -14.24 -7.26 27.89 0.1016
H -15.75 -7.21 29.50 0.1040
H -15.06 -8.20 30.68 0.1136
H -15.62 -10.22 29.29 0.1190
H -16.95 -9.24 29.65 0.1095
H -16.88 -7.99 27.54 0.1133
H -15.82 -9.16 26.86 0.1003
H -17.96 -9.85 26.18 0.0632
H -17.31 -11.07 27.11 0.0704
H -18.57 -9.89 27.76 0.0698
C -17.17 -14.15 33.45 -0.1260
C -17.53 -15.58 33.90 -0.2547
C -16.46 -16.29 34.77 -0.2226
C -17.13 -17.51 35.51 -0.2122
C -16.09 -18.19 36.51 -0.2348
C -15.60 -19.45 35.75 -0.1345
H -17.20 -13.31 34.15 0.0644
H -18.01 -13.81 32.85 0.0582
H -16.24 -14.03 32.89 0.0673
H -18.45 -15.44 34.48 0.1006
H -17.69 -16.25 33.06 0.1059
H -16.04 -15.63 35.53 0.1038
H -15.61 -16.68 34.21 0.1040
H -17.95 -17.08 36.07 0.0930
H -17.57 -18.20 34.79 0.1018
H -15.27 -17.56 36.84 0.0972
H -16.56 -18.59 37.41 0.0907
H -15.14 -19.21 34.79 0.0679
H -14.83 -19.88 36.39 0.0596
H -16.39 -20.20 35.69 0.0703
C -14.56 -15.04 25.31 -0.1133
C -15.84 -14.18 25.08 -0.2505
C -16.56 -14.58 23.74 -0.2249
C -17.36 -13.42 23.08 -0.1932
C -17.70 -13.64 21.54 -0.2492
C -17.84 -12.42 20.62 -0.1269
H -14.84 -16.05 25.00 0.0604
H -14.26 -14.96 26.35 0.0662
H -13.78 -14.71 24.62 0.0651
H -16.64 -14.44 25.77 0.0962
H -15.44 -13.16 25.08 0.0956
H -17.20 -15.44 23.97 0.1074
H -15.78 -14.89 23.04 0.0919
H -18.21 -13.25 23.74 0.1005
H -16.74 -12.53 23.06 0.0974
H -16.86 -14.23 21.17 0.0889
H -18.56 -14.27 21.32 0.0957
H -16.92 -11.87 20.44 0.0624
H -18.01 -12.79 19.61 0.0639
H -18.60 -11.71 20.95 0.0684
C -13.06 -20.14 24.75 -0.0676
C -12.41 -20.31 23.39 -0.4427
C -12.22 -19.03 22.49 -0.1682
O -11.34 -18.13 23.17 -0.2077
C -10.99 -16.90 22.56 -0.1098
N -11.21 -21.10 23.57 0.0327
H -12.32 -19.64 25.38 0.0809
H -13.25 -21.18 25.00 0.0720
H -14.00 -19.60 24.71 0.0748
H -13.11 -20.87 22.78 0.1242
H -13.12 -18.58 22.07 0.1208
H -11.63 -19.37 21.65 0.1137
H -11.84 -16.31 22.20 0.0807
H -10.34 -17.11 21.71 0.0806
H -10.38 -16.27 23.20 0.0843
H -11.37 -21.78 24.30 0.0613
H -10.48 -20.53 23.97 0.0691
C -24.56 -13.29 22.02 -0.0656
C -25.23 -12.03 22.54 -0.4696
C -25.71 -11.03 21.44 -0.1894
O -26.89 -11.53 20.78 -0.2078
C -27.16 -10.67 19.59 -0.0701
N -26.32 -12.31 23.38 0.0385
H -24.09 -13.95 22.75 0.0697
H -23.82 -13.00 21.27 0.0753
H -25.34 -13.88 21.55 0.0765
H -24.45 -11.56 23.14 0.1348
H -24.95 -10.58 20.80 0.1193
H -26.20 -10.25 22.01 0.1132
H -26.34 -10.64 18.88 0.0784
H -27.47 -9.67 19.89 0.0815
H -27.96 -11.08 18.98 0.0785
H -26.47 -11.52 24.00 0.0711
H -27.18 -12.17 22.87 0.0682
C -27.98 -9.99 28.70 -0.0941
C -27.80 -8.78 27.88 -0.4453
C -27.35 -7.48 28.64 -0.1693
O -27.39 -6.32 27.77 -0.1816
C -26.39 -5.40 28.01 -0.1450
N -26.75 -9.10 26.96 0.0193
H -28.74 -9.79 29.45 0.0782
H -27.04 -10.25 29.18 0.0790
H -28.17 -10.97 28.24 0.0829
H -28.70 -8.65 27.28 0.1444
H -26.37 -7.62 29.10 0.1171
H -27.95 -7.36 29.54 0.1152
H -26.53 -4.58 27.31 0.0891
H -25.41 -5.79 27.75 0.0847
H -26.42 -5.04 29.03 0.0898
H -25.83 -8.86 27.30 0.0712
H -26.89 -8.48 26.18 0.0684
C -20.91 -14.63 28.43 -0.0664
C -21.72 -15.02 27.17 -0.3934
C -21.87 -16.54 26.84 -0.1536
O -20.58 -17.07 26.47 -0.2251
C -20.02 -18.08 27.25 -0.1173
N -23.08 -14.52 27.51 0.0058
H -19.89 -14.98 28.26 0.0664
H -21.35 -15.05 29.34 0.0779
H -20.85 -13.58 28.71 0.0677
H -21.41 -14.50 26.27 0.1266
H -22.54 -16.71 26.00 0.1191
H -22.17 -17.10 27.73 0.1183
H -20.71 -18.90 27.49 0.0809
H -19.80 -17.58 28.20 0.0821
H -19.19 -18.46 26.65 0.0926
H -23.12 -13.57 27.86 0.0635
H -23.54 -14.53 26.61 0.0584
```

3.
Molecular formula: C16H45IN7O6P2S2
Method: DFT, ωB97M-V/def2-TZVPD

Results
E_tot = -88386.67065 eV
Total charge = -1

The geometry in XYZ format:
```
79
Properties=species:S:1:pos:R:3:lowdin_charge:R:1
C -4.69 -3.53 -5.40 -0.0733
C -5.46 -3.12 -6.67 -0.4110
C -4.86 -3.75 -7.94 -0.0887
C -5.68 -1.59 -6.74 -0.2222
S -4.60 -0.60 -7.77 0.4911
O -5.11 -0.70 -9.12 -0.3424
O -4.66 0.74 -7.23 -0.3431
N -3.12 -1.23 -7.76 -0.3723
S -2.28 -1.21 -6.45 0.0717
O -2.92 -0.68 -5.27 -0.4115
O -1.59 -2.46 -6.25 -0.4067
I -0.45 0.37 -6.96 0.4618
H -4.43 -2.67 -4.78 0.0579
H -5.30 -4.18 -4.76 0.0676
H -3.76 -4.07 -5.62 0.0669
H -6.46 -3.54 -6.56 0.1139
H -3.78 -3.82 -7.84 0.0626
H -5.09 -3.18 -8.84 0.0623
H -5.22 -4.77 -8.05 0.0713
H -5.64 -1.15 -5.75 0.0912
H -6.68 -1.41 -7.13 0.0995
O -2.10 -0.95 0.64 -0.2855
P -0.88 -0.47 -0.03 0.6170
N -1.20 -0.46 -1.68 -0.2945
C -0.17 -0.40 -2.71 -0.1169
C -2.32 0.41 -2.05 -0.1110
N 0.26 -1.74 0.36 -0.3043
C 0.86 -2.57 -0.68 -0.1448
C -0.22 -2.61 1.42 -0.1556
N 0.22 0.84 0.10 -0.2760
C 1.63 0.63 0.42 -0.1364
C -0.35 1.88 0.99 -0.1218
H 0.29 0.59 -2.80 0.0872
H -0.61 -0.66 -3.67 0.0570
H 0.62 -1.13 -2.55 0.0403
H -2.04 1.48 -1.98 0.0816
H -3.17 0.23 -1.39 0.0733
H -2.63 0.20 -3.07 0.0617
H 0.12 -3.03 -1.34 0.0926
H 1.42 -3.38 -0.20 0.0757
H 1.59 -2.03 -1.28 0.0565
H -0.94 -3.35 1.06 0.0835
H -0.69 -2.05 2.22 0.0635
H 0.64 -3.15 1.85 0.0739
H 1.79 -0.01 1.28 0.0571
H 2.11 1.59 0.64 0.0723
H 2.17 0.24 -0.44 0.0751
H -0.40 1.56 2.04 0.0714
H -1.36 2.13 0.67 0.0742
H 0.25 2.79 0.95 0.0795
O 2.71 2.67 3.16 -0.2794
P 3.36 2.14 4.41 0.7334
N 1.87 1.49 5.04 -0.3178
C 1.57 1.29 6.44 -0.1503
C 1.39 0.34 4.28 -0.1374
N 3.79 3.63 5.19 -0.3200
C 2.99 4.16 6.28 -0.1391
C 4.04 4.71 4.23 -0.1486
N 4.28 1.06 5.45 -0.2974
C 5.03 1.58 6.59 -0.1307
C 5.16 0.19 4.64 -0.1337
H 2.10 0.43 6.88 0.0795
H 0.50 1.11 6.54 0.0838
H 1.79 2.16 7.05 0.0410
H 1.99 -0.56 4.49 0.0813
H 1.43 0.55 3.21 0.0330
H 0.35 0.14 4.54 0.0850
H 1.92 4.24 6.02 0.0933
H 3.35 5.16 6.52 0.0815
H 3.09 3.59 7.20 0.0520
H 3.11 5.15 3.85 0.0836
H 4.62 4.36 3.38 0.0710
H 4.61 5.49 4.73 0.0788
H 5.68 2.43 6.36 0.0828
H 5.66 0.77 6.97 0.0830
H 4.36 1.85 7.40 0.0655
H 5.98 0.73 4.16 0.0803
H 4.58 -0.31 3.86 0.0749
H 5.59 -0.60 5.26 0.0774
```

Which value of E_tot does entry 1 give? -81396.76035 eV

What is the E_tot in the first record? -81396.76035 eV

What is the E_tot in the third record? -88386.67065 eV